1.
C35H27CaN5O3S | ωB97M-V/def2-TZVPD

Computed properties:
Spin multiplicity ... 1
E_tot ... -2925.37635 a.u.
Charge ... -2

Last column: Löwdin charge in e.
Cartesian coordinates (Å):
Ca1 -0.148 0.989 -0.364  1.10
O1 6.746 -0.138 0.028  -0.08
C1 6.067 0.435 0.910  -0.70
O2 6.449 1.101 1.891  -0.06
C2 4.533 0.347 0.712  -0.09
C3 3.662 1.112 1.469  0.04
C4 2.281 0.977 1.282  -0.30
N1 1.822 0.055 0.441  -0.01
C5 2.643 -0.629 -0.354  -0.22
C6 4.012 -0.516 -0.260  0.04
C7 1.918 -1.495 -1.347  -0.20
C8 2.609 -2.165 -2.357  -0.01
C9 1.899 -2.887 -3.295  -0.08
C10 0.517 -2.945 -3.199  -0.08
C11 -0.087 -2.266 -2.156  -0.15
N2 0.580 -1.554 -1.252  0.07
C12 1.193 1.881 1.927  -0.74
C13 1.625 2.485 3.217  -0.14
C14 0.735 2.748 4.190  -0.16
C15 -0.633 2.342 4.078  -0.16
C16 -0.920 1.532 3.004  -0.28
N3 -0.103 1.184 2.016  -0.13
H1 4.085 1.800 2.184  0.11
H2 4.715 -1.058 -0.876  0.10
H3 3.685 -2.091 -2.410  0.10
H4 2.419 -3.391 -4.101  0.10
H5 -0.087 -3.484 -3.916  0.09
H6 -1.165 -2.277 -2.034  0.10
H7 2.656 2.794 3.317  0.08
H8 1.080 3.255 5.088  0.08
H9 -1.370 2.532 4.845  0.05
H10 -1.914 1.078 2.941  0.09
O3 -2.653 -1.199 0.419  -0.05
C17 -3.739 -0.402 -0.022  -0.20
C18 -3.692 1.061 0.351  -0.27
C19 -4.779 1.680 0.948  -0.03
C20 -4.706 3.040 1.205  -0.08
C21 -3.561 3.731 0.862  -0.05
C22 -2.509 3.040 0.273  -0.12
N4 -2.589 1.731 0.013  0.05
H11 -1.838 -0.688 0.475  0.04
H12 -4.632 -0.854 0.415  0.11
H13 -3.833 -0.462 -1.116  0.10
H14 -5.650 1.098 1.218  0.10
H15 -5.533 3.550 1.684  0.10
H16 -3.446 4.787 1.059  0.10
H17 -1.570 3.531 0.028  0.04
N5 -0.245 0.995 -2.664  -0.04
C23 -0.607 1.269 -3.822  -0.41
C24 0.331 1.197 -5.020  -0.17
C25 -0.113 1.096 -6.334  -0.06
C26 0.789 0.952 -7.384  -0.11
C27 2.151 0.920 -7.129  -0.12
C28 2.605 1.029 -5.817  -0.09
C29 1.704 1.161 -4.776  -0.04
C30 -2.036 1.683 -4.121  -0.19
C31 -2.349 2.904 -4.711  -0.05
C32 -3.668 3.320 -4.832  -0.10
C33 -4.701 2.507 -4.385  -0.12
C34 -4.403 1.276 -3.813  -0.11
C35 -3.082 0.875 -3.681  -0.05
H18 -1.177 1.121 -6.544  0.10
H19 0.421 0.864 -8.401  0.09
H20 2.857 0.812 -7.944  0.09
H21 3.668 1.010 -5.604  0.10
H22 2.028 1.230 -3.744  0.11
H23 -1.546 3.546 -5.058  0.12
H24 -3.889 4.287 -5.269  0.09
H25 -5.732 2.831 -4.473  0.09
H26 -5.201 0.634 -3.457  0.09
H27 -2.826 -0.067 -3.205  0.10
S1 1.101 3.272 0.526  0.29

---

2.
C3H2N2O3 | ωB97M-V/def2-TZVPD

Computed properties:
SMILES string ... O=C(O)c1ncno1
Spin multiplicity ... 1
E_tot ... -450.69350 a.u.
Charge ... 0

Last column: natural (NBO) charge in e.
Cartesian coordinates (Å):
O1 -2.008 1.131 -0.159  -0.51
C1 -1.505 0.052 -0.049  0.73
O2 -2.112 -1.154 0.113  -0.64
C2 -0.002 0.036 0.143  0.36
N1 0.859 1.105 0.191  -0.42
C3 2.029 0.498 0.005  0.13
N2 2.110 -0.828 -0.092  -0.09
O3 0.770 -1.077 -0.069  -0.26
H1 -3.076 -0.795 0.045  0.51
H2 2.935 1.032 -0.127  0.20

---

no.,Kohn-Sham gap (eV),LUMO energy (eV),highest occupied orbital energy (Ha)
1,4.63,3.950,-0.0249
2,10.35,-0.652,-0.4042